This record from OMol25 describes a single C5H8O2 molecule. The level of theory is the ωB97M-V functional and the def2-TZVPD basis.

Summary:
Maximum force in eV/A: 0.7
Relative energy (zero: lowest compared OMol25 entry of this formula, charge and spin) in kcal per mole: 71.2
Charge: 0
2S+1: 1
Gap between HOMO and LUMO in eV: 9.332

Last column: natural (NBO) charge in e.
Element x y z (Å)
C 1.04 1.45 1.37  -0.605
C -0.01 0.45 0.89  -0.386
C 0.50 -0.39 -0.29  -0.532
C -0.51 -1.44 -0.68  0.819
O -0.89 -2.34 -0.01  -0.504
C -1.44 -0.12 -2.32  0.096
O -1.06 -1.34 -2.00  -0.505
H 1.95 0.93 1.71  0.203
H 0.66 2.03 2.21  0.217
H 1.33 2.15 0.58  0.206
H -0.91 0.98 0.57  0.216
H -0.29 -0.23 1.70  0.212
H 0.73 0.26 -1.14  0.238
H 1.41 -0.93 0.00  0.238
H -1.96 -0.28 -3.29  0.086